[1]
C24H76O20 | ωB97M-V/def2-TZVPD

Last column: Löwdin charge in e.
Positions of all 120 atoms, in Å:
C -9.82940 -15.81792 9.11526  -0.127
C -10.81615 -15.08946 10.02689  -0.133
C -10.68621 -15.92184 11.30224  -0.212
O -9.33332 -16.30016 11.38770  -0.162
C -8.87319 -16.60493 10.07288  -0.165
H -9.20907 -15.15096 8.50325  0.093
H -10.34402 -16.49194 8.40707  0.115
H -11.82625 -15.08378 9.61937  0.116
H -10.51807 -14.08218 10.25043  0.104
H -11.35828 -16.77822 11.30286  0.100
H -10.94063 -15.39229 12.19371  0.116
H -9.02967 -17.67954 9.91217  0.096
H -7.83101 -16.38558 9.88466  0.093
C -4.51669 -18.69885 13.30981  -0.121
C -5.43975 -17.46532 13.10813  -0.138
C -6.03835 -17.67152 11.73704  -0.151
O -5.94305 -19.11131 11.47542  -0.189
C -5.33877 -19.77753 12.57733  -0.182
H -4.25924 -18.96691 14.33867  0.109
H -3.60961 -18.58559 12.72351  0.080
H -4.94847 -16.49580 13.20262  0.109
H -6.21894 -17.46970 13.83510  0.073
H -5.50132 -17.21731 10.90174  0.102
H -7.04281 -17.36765 11.60098  0.069
H -4.73214 -20.53491 12.08358  0.110
H -6.14617 -20.17723 13.18787  0.101
C -2.60247 -17.54322 10.27764  -0.158
C -1.38372 -17.61457 9.34893  -0.159
C -0.77131 -16.19569 9.45689  -0.195
O -1.15032 -15.71838 10.73734  -0.112
C -2.51241 -16.05799 10.76945  -0.203
H -2.38112 -18.19809 11.14011  0.102
H -3.56770 -17.82320 9.81597  0.083
H -1.70127 -17.91205 8.35033  0.101
H -0.65218 -18.34470 9.68592  0.106
H -1.16195 -15.53390 8.71873  0.096
H 0.32151 -16.28213 9.37281  0.128
H -3.10553 -15.42810 10.13153  0.098
H -2.89384 -15.91880 11.79372  0.121
C -7.69065 -18.92458 5.20429  -0.147
C -7.40913 -19.88978 4.06764  -0.161
C -8.29668 -21.11730 4.34906  -0.202
O -8.63556 -21.01484 5.70384  -0.179
C -8.82455 -19.63840 6.01022  -0.159
H -8.03609 -17.96165 4.84895  0.109
H -6.83069 -18.82771 5.76287  0.053
H -6.34055 -20.19884 4.02414  0.118
H -7.63897 -19.36161 3.14244  0.104
H -7.87629 -22.11547 4.20922  0.126
H -9.16339 -21.00431 3.64483  0.129
H -8.79527 -19.54096 7.07711  0.099
H -9.81284 -19.29804 5.69380  0.124
C -4.93318 -13.60591 7.85163  -0.155
C -4.25924 -14.76821 7.09501  -0.143
C -5.03197 -15.99546 7.63876  -0.179
O -5.84741 -15.58421 8.76913  -0.162
C -6.18916 -14.25496 8.42506  -0.229
H -5.15547 -12.72601 7.25227  0.110
H -4.29220 -13.26143 8.66233  0.107
H -3.23790 -14.80998 7.44780  0.081
H -4.33109 -14.74143 5.98598  0.122
H -4.35230 -16.81495 7.95180  0.101
H -5.72402 -16.29357 6.82863  0.118
H -6.51830 -13.72592 9.27970  0.112
H -6.97403 -14.26765 7.64456  0.124
C -4.87204 -19.74613 7.92230  -0.149
C -3.90541 -20.45360 8.88008  -0.129
C -3.71056 -21.85867 8.17486  -0.152
O -4.91832 -22.09945 7.43119  -0.162
C -5.77052 -20.92703 7.53779  -0.163
H -4.39608 -19.30991 7.03406  0.119
H -5.50220 -19.01306 8.41907  0.099
H -4.34128 -20.67927 9.83965  0.085
H -2.96125 -19.90926 9.06895  0.095
H -3.63595 -22.61554 8.93565  0.095
H -2.88516 -21.78860 7.48674  0.109
H -6.53702 -21.16452 8.26883  0.106
H -6.37518 -20.80504 6.65824  0.089
O -6.25485 -24.36591 8.77079  -0.080
H -5.85614 -23.85195 8.05553  0.033
H -5.55210 -24.40808 9.50330  0.065
O -9.19428 -21.24556 13.35098  -0.063
H -9.74356 -20.94293 12.59535  0.064
H -8.87857 -20.38475 13.61639  -0.012
O -10.90995 -19.79085 9.10972  -0.061
H -10.87744 -20.68293 8.69453  0.061
H -10.03154 -19.63507 9.48287  0.006
O -13.13799 -22.36705 10.61006  -0.054
H -13.66429 -22.65031 11.37187  0.049
H -12.52002 -21.69227 10.92214  0.026
O -11.91812 -24.48139 13.74494  -0.049
H -11.44651 -23.77219 13.30209  0.018
H -11.26894 -24.97261 14.24044  0.026
O -8.85194 -24.22528 9.43841  -0.058
H -9.15589 -25.12938 9.37502  0.057
H -7.95860 -24.16728 9.06824  -0.002
O -6.61305 -19.27585 15.46764  -0.036
H -7.39966 -19.81779 15.58118  0.046
H -6.53759 -18.76036 16.28053  0.060
O -4.95459 -23.50307 11.12186  -0.061
H -5.88351 -23.30238 11.26751  -0.003
H -4.59141 -24.12725 11.76316  0.061
O -7.71357 -22.74687 11.51521  -0.074
H -7.96716 -22.16842 12.27298  0.021
H -8.48085 -23.25982 11.23861  0.023
O -9.10539 -18.50757 13.25393  -0.031
H -9.58924 -17.93357 12.65771  0.026
H -8.69867 -17.95797 13.93670  0.058
O -8.05678 -19.93228 9.92618  -0.049
H -7.38622 -20.61398 10.11831  0.040
H -7.73212 -19.20993 10.45104  -0.004
O -15.30806 -20.22492 10.68050  -0.062
H -14.70949 -20.68976 10.08320  0.014
H -15.13658 -19.30293 10.57916  -0.006
O -12.95752 -18.23317 9.82338  -0.095
H -12.82141 -18.46607 10.74380  0.013
H -12.19322 -18.71605 9.38395  0.006
O -10.48978 -22.70787 7.46848  -0.056
H -9.96123 -22.30874 6.74694  0.023
H -9.93935 -23.36729 7.87925  -0.014

Atoms 1-6, force components in eV/Å:
C 0.81 -0.19 -0.72
C -0.02 -0.87 0.19
C -0.69 0.20 -0.27
O 0.85 0.06 0.32
C -1.69 -0.45 -0.88
H -0.33 0.07 0.10

Summary:
Energy relative to the best compared isomer or geometry (same formula, charge and spin), kJ/mol: 0.0
E, a.u.: -2464.76837
M, g/mol: 684.9
Multiplicity: 1
Kohn-Sham gap, eV: 9.63

[2]
C13H18F4HgN3O5S | ωB97M-V/def2-TZVPD

Last column: Löwdin charge in e.
Positions of all 45 atoms, in Å:
Hg -0.62098 -1.40831 -0.74887  1.233
C -0.21916 0.71526 -3.17506  -0.107
N -0.86693 0.76604 -1.87530  -0.339
C -2.28168 1.08506 -1.99601  -0.090
C -0.18964 1.60859 -0.90230  -0.218
C 1.20506 1.11039 -0.53253  -0.238
N 1.20929 -0.27937 -0.09473  -0.058
C 2.33880 -0.81750 0.36091  -0.196
C 2.34235 -2.15306 0.86799  -0.165
F 1.18579 -2.84072 0.87307  0.053
C 3.45568 -2.77746 1.36472  -0.239
F 3.33571 -4.04613 1.81651  0.061
C 4.69707 -2.16266 1.43389  0.012
C 4.73068 -0.86889 0.95991  -0.247
F 5.90927 -0.19498 0.98258  0.045
C 3.62933 -0.21539 0.44985  -0.143
F 3.84601 1.05758 0.01490  0.036
H -0.20004 1.71414 -3.64851  0.081
H -0.75267 0.00526 -3.80439  0.073
H 0.80146 0.34849 -3.07549  0.078
H -2.42607 2.10195 -2.40306  0.080
H -2.73879 1.01610 -1.00867  0.072
H -2.75288 0.35279 -2.65384  0.077
H -0.81599 1.64402 -0.01064  0.089
H -0.08992 2.64206 -1.28489  0.118
H 1.55717 1.77209 0.26731  0.114
H 1.88204 1.26299 -1.38170  0.101
H 5.57094 -2.66120 1.82112  0.111
O -2.87190 -2.13892 -3.43956  -0.420
S -1.80821 -2.99243 -2.89279  0.230
O -1.80580 -4.33867 -3.45548  -0.407
O -1.97526 -3.08115 -1.36141  -0.510
O -0.47373 -2.31362 -3.05302  -0.497
C -1.31458 2.00308 3.51199  -0.164
N -1.89487 1.48036 2.30529  -0.275
C -3.33475 1.57860 2.30215  -0.139
C -1.40812 0.14640 1.97815  -0.407
O -1.94747 -0.44450 0.95649  -0.279
H -1.51109 3.07638 3.59963  0.068
H -0.23247 1.85501 3.49088  0.068
H -1.70383 1.50384 4.41923  0.062
H -3.77457 1.20099 3.24579  0.067
H -3.71659 0.96912 1.48517  0.067
H -3.65378 2.61724 2.16656  0.068
H -0.31488 0.10112 2.12415  0.073

Atoms 1-6, force components in eV/Å:
Hg -0.35 -0.49 0.18
C -0.02 0.07 -0.03
N 0.04 0.00 -0.08
C 0.00 -0.03 0.02
C -0.03 -0.02 -0.04
C 0.03 -0.02 0.02

Summary:
E, a.u.: -1997.67165
M, g/mol: 605.0
Multiplicity: 2
Kohn-Sham gap (alpha / beta), eV: 4.18 / 7.06
Net charge: -2

[3]
C34H21BrF12N3O6Ru | ωB97M-V/def2-TZVPD

Last column: Löwdin charge in e.
Positions of all 78 atoms, in Å:
Ru -0.06811 0.02553 -1.17591  1.568
C 4.03737 -0.90029 4.53858  -0.068
C 2.99921 -0.51492 3.52050  -0.281
C 1.73512 -0.07181 3.89011  -0.051
C 0.81608 0.28689 2.92953  -0.024
C 1.09701 0.21445 1.55315  -0.245
N 0.12466 0.63114 0.66406  -0.101
C -0.66039 1.75005 0.98682  -0.234
C -0.03986 2.87552 1.53846  -0.017
C -0.73651 4.03985 1.77842  -0.036
C -2.09038 4.12310 1.47809  -0.275
C -2.83963 5.41772 1.61736  -0.059
C -2.71056 3.00503 0.94260  0.012
C -2.03150 1.81834 0.67107  -0.061
C -2.73839 0.62090 0.01110  -0.330
O -2.02175 -0.00190 -0.97096  -0.253
C -3.09906 -0.40908 1.12640  -0.531
F -3.74198 -1.48466 0.64575  0.153
F -3.89683 0.12152 2.08723  0.127
F -2.01031 -0.85861 1.75925  0.155
C -4.07475 1.01893 -0.69960  -0.547
F -3.91031 2.03172 -1.54732  0.167
F -5.08048 1.37506 0.14866  0.110
F -4.55640 -0.01193 -1.40767  0.148
C 2.35318 -0.30285 1.16032  -0.053
C 3.27307 -0.61053 2.16506  0.005
C 2.80231 -0.39814 -0.31454  -0.326
O 1.86210 -0.25586 -1.28433  -0.259
C 3.45147 -1.79044 -0.65657  -0.536
F 2.51523 -2.73459 -0.70811  0.164
F 4.04083 -1.74482 -1.86685  0.146
F 4.40113 -2.26112 0.18738  0.113
C 3.88756 0.71068 -0.53582  -0.542
F 5.09961 0.33909 -0.02525  0.114
F 3.56030 1.85064 0.08081  0.158
F 4.09080 0.98984 -1.81985  0.163
H 3.75680 -0.55374 5.53462  0.064
H 5.01029 -0.46759 4.29699  0.072
H 4.16710 -1.98433 4.59000  0.073
H 1.46646 0.00022 4.93911  0.103
H -0.16158 0.64321 3.22534  0.117
H 1.02481 2.82995 1.72918  0.126
H -0.20776 4.90905 2.15231  0.112
H -2.49730 5.98867 2.48331  0.067
H -3.91167 5.24515 1.72517  0.069
H -2.68912 6.03522 0.72832  0.078
H -3.76041 3.08499 0.70424  0.112
H 4.26552 -0.92057 1.87948  0.110
O -1.44780 4.85923 -1.78540  0.068
C -1.02709 3.74712 -1.94857  -0.533
O -1.26304 2.62033 -2.29171  0.034
C 1.07074 3.72688 -1.45777  -0.544
O 1.38678 4.82831 -1.10371  0.065
O 1.42164 2.60056 -1.68595  0.033
Br -0.59190 -6.59026 3.15085  0.631
C -0.56405 -5.30415 1.73785  -0.712
C -0.10126 -4.01844 1.98564  -0.127
C -0.08636 -3.10023 0.95857  -0.026
C -0.51750 -3.42251 -0.34132  -0.279
C -0.98870 -4.73416 -0.54884  -0.032
C -1.01020 -5.66209 0.48060  -0.160
N -0.44494 -2.43351 -1.29605  0.018
C -0.67488 -2.72144 -2.57127  -0.131
C -0.57219 -1.75016 -3.58482  -0.269
C -0.77243 -2.07648 -4.95299  -0.057
C -0.60802 -1.12531 -5.91733  -0.113
C -0.24508 0.18352 -5.54586  -0.092
C -0.09584 0.45377 -4.20224  -0.129
N -0.25456 -0.46507 -3.24838  -0.026
H 0.24494 -3.73215 2.97004  0.098
H 0.26810 -2.09761 1.14463  0.085
H -1.36165 -5.04362 -1.51430  0.085
H -1.38174 -6.66292 0.30034  0.088
H -0.92030 -3.72619 -2.90858  0.092
H -1.04891 -3.09295 -5.20606  0.097
H -0.75912 -1.37949 -6.96042  0.089
H -0.10505 0.96935 -6.27356  0.084
H 0.14745 1.44495 -3.83933  0.093

Atoms 1-6, force components in eV/Å:
Ru -0.07 -0.46 0.18
C 0.03 0.00 0.06
C -0.02 0.01 -0.03
C 0.02 -0.01 -0.03
C 0.02 -0.04 0.02
C 0.04 0.00 0.00

Summary:
Energy relative to the best compared isomer or geometry (same formula, charge and spin), kJ/mol: 0.0
E, a.u.: -5791.42735
M, g/mol: 976.5
Multiplicity: 6
Kohn-Sham gap (alpha / beta), eV: 4.65 / 6.33
Net charge: -2

[4]
C3H4MgO4Pt | ωB97M-V/def2-TZVPD

Last column: Löwdin charge in e.
Positions of all 13 atoms, in Å:
O -0.86297 -1.74760 -0.93961  -0.218
C -1.30259 -0.86273 -0.02277  -0.358
O -0.75711 -1.03878 1.26042  -0.040
C 0.69866 -1.10117 1.29834  -0.047
Mg 0.96532 -2.14943 -0.52221  1.280
H -2.39896 -0.83781 0.09674  0.161
H 0.94627 -1.58973 2.25222  0.094
H 1.07790 -0.06169 1.34904  0.103
H -0.62080 0.46759 -0.45588  0.140
O 0.95921 2.09303 -0.04524  -0.214
C 0.15652 1.52754 -0.83206  -0.579
O 0.01104 1.94845 -2.00906  -0.179
Pt 1.12750 3.35233 -1.42994  0.857

Atoms 1-6, force components in eV/Å:
O 0.73 0.25 1.04
C -1.03 -0.24 -1.65
O 3.55 -1.63 0.35
C -3.02 1.54 2.97
Mg -0.96 0.01 -0.94
H 0.45 0.34 -0.17

Summary:
Energy relative to the best compared isomer or geometry (same formula, charge and spin), kJ/mol: 256.3
E, a.u.: -736.47398
M, g/mol: 323.4
Multiplicity: 4
Kohn-Sham gap (alpha / beta), eV: 3.99 / 3.24
Net charge: +1